1.
Computed, not measured: the ion C5H7N with charge +1 in a non-equilibrium geometry, with ωB97M-V/def2-TZVPD.

Structure (ORCA input):
```
! RIJCOSX wB97M-V def2-TZVPD def2/J DEFGRID3
* xyz 1 2
C 1.233 1.430 -0.453
C 0.314 0.306 -0.140
C -0.805 0.386 0.752
N -1.346 -0.829 0.859
C -0.715 -1.677 -0.023
C 0.336 -0.970 -0.657
H 0.676 2.153 -1.058
H 1.575 1.968 0.431
H 2.109 1.065 -0.977
H -1.130 1.230 1.340
H -2.218 -1.087 1.304
H -1.268 -2.546 -0.353
H 1.240 -1.427 -1.025
*
```

Values from the calculation:
Kohn-Sham gap (spin up / spin down): 10.98 / 7.65 eV
energy relative to the best compared isomer or geometry (same formula, charge and spin): 0.467 eV
E_HOMO (spin up / spin down): -14.90 / -15.13 eV
LUMO level (spin up / spin down): -3.92 / -7.48 eV
expectation value of S²: 0.77



2.
Computed, not measured: the ion C5H7N2 with charge +1 in a non-equilibrium geometry, with ωB97M-V/def2-TZVPD.

Structure (ORCA input):
```
! RIJCOSX wB97M-V def2-TZVPD def2/J DEFGRID3
* xyz 1 1
C -0.292 -2.279 -0.001
N 0.080 -1.076 0.682
C 0.263 0.044 0.123
C 0.506 1.325 0.843
C 0.086 2.288 0.020
C -0.179 1.574 -1.289
N -0.027 0.302 -1.150
H 0.396 -2.470 -0.809
H -0.276 -3.235 0.690
H -1.280 -2.126 -0.455
H 0.140 -1.159 1.734
H 1.048 1.438 1.727
H -0.028 3.325 0.074
H -0.437 2.047 -2.189
*
```

Values from the calculation:
Kohn-Sham gap: 8.66 eV
energy relative to the best compared isomer or geometry (same formula, charge and spin): 2.734 eV
E_HOMO: -15.02 eV
LUMO level: -6.37 eV
SMILES string: C/[NH+]=C1/C=CC=N1



3.
Computed, not measured: the ion C5H7N2O with charge +1 in a non-equilibrium geometry, with ωB97M-V/def2-TZVPD.

Structure (ORCA input):
```
! RIJCOSX wB97M-V def2-TZVPD def2/J DEFGRID3
* xyz 1 1
C -2.267 -0.680 -0.059
C 1.921 -0.625 0.090
C -1.482 0.329 0.562
C 3.145 -1.194 -0.308
C -1.852 1.557 -0.299
N 0.887 -0.288 0.428
N -0.059 0.316 0.999
O -3.012 -1.418 -0.549
H -2.063 0.355 1.567
H 3.871 -1.255 0.529
H 3.078 -2.232 -0.370
H 3.657 -0.584 -1.085
H -1.040 2.276 0.050
H -2.956 1.902 -0.071
H -1.828 1.543 -1.484
*
```

Values from the calculation:
Kohn-Sham gap: 7.65 eV
energy relative to the best compared isomer or geometry (same formula, charge and spin): 4.811 eV
E_HOMO: -12.85 eV
LUMO level: -5.20 eV



4.
Computed, not measured: the ion C5H7N2O3S with charge +1 in a non-equilibrium geometry, with ωB97M-V/def2-TZVPD.

Structure (ORCA input):
```
! RIJCOSX wB97M-V def2-TZVPD def2/J DEFGRID3
* xyz 1 1
O -3.476 -1.476 -0.004
C -2.289 -1.433 -0.015
C -1.471 -0.181 -0.008
C -0.046 -0.281 0.000
N 0.815 0.714 -0.015
C 2.228 0.407 0.038
C 2.384 -1.112 -0.034
S 0.698 -1.829 0.031
N -2.153 0.967 0.000
O -3.335 1.106 -0.010
O -1.395 2.129 0.027
H -1.651 -2.335 -0.030
H 0.523 1.684 -0.028
H 2.645 0.809 0.967
H 2.734 0.898 -0.799
H 2.842 -1.447 -0.964
H 2.949 -1.519 0.803
H -2.002 2.898 0.040
*
```

Values from the calculation:
Kohn-Sham gap (spin up / spin down): 8.60 / 8.60 eV
energy relative to the best compared isomer or geometry (same formula, charge and spin): 1.188 eV
E_HOMO (spin up / spin down): -14.02 / -14.02 eV
LUMO level (spin up / spin down): -5.42 / -5.42 eV
SMILES string: O=C/C(=C1/NCCS1)[N+](=O)O



5.
Computed, not measured: the ion C5H7N2O4P with charge -2 in a non-equilibrium geometry, with ωB97M-V/def2-TZVPD.

Structure (ORCA input):
```
! RIJCOSX wB97M-V def2-TZVPD def2/J DEFGRID3
* xyz -2 1
C 1.476 0.418 -0.240
C 0.057 1.063 -0.025
C -0.245 2.337 0.155
N -1.555 2.446 0.357
N -2.058 1.242 0.250
O -3.308 1.132 0.356
P -4.519 -0.295 -0.136
O -4.289 -1.295 1.028
O -5.785 0.471 -0.022
O -4.062 -0.753 -1.472
C -1.082 0.316 0.041
C -1.401 -1.107 -0.114
H 2.453 1.099 -0.174
H 1.593 -0.031 -1.300
H 1.473 -0.356 0.494
H 0.415 3.158 0.369
H -2.451 -1.227 -0.269
H -1.231 -1.628 0.828
H -0.744 -1.666 -0.750
*
```

Values from the calculation:
Kohn-Sham gap: 5.82 eV
energy relative to the best compared isomer or geometry (same formula, charge and spin): 1.941 eV
E_HOMO: -0.21 eV
LUMO level: 5.61 eV
SMILES string: Cc1cnn(OP(=O)([O-])[O-])c1C



6.
Computed, not measured: the ion C5H7N2S with charge -1 in a non-equilibrium geometry, with ωB97M-V/def2-TZVPD.

Structure (ORCA input):
```
! RIJCOSX wB97M-V def2-TZVPD def2/J DEFGRID3
* xyz -1 1
C -0.341 0.297 2.027
C 0.004 -0.927 1.050
C -0.003 -0.419 -0.365
N -0.649 -0.845 -1.520
N -0.428 -0.113 -2.627
C 0.447 0.858 -2.272
C 0.705 0.808 -0.904
S 1.743 1.912 0.045
H 0.070 -0.007 3.003
H -1.424 0.321 1.987
H 0.272 1.066 1.560
H -0.673 -1.735 1.237
H 0.901 -1.375 1.348
H -1.379 -1.473 -1.498
H 0.756 1.633 -3.071
*
```

Values from the calculation:
Kohn-Sham gap: 6.22 eV
energy relative to the best compared isomer or geometry (same formula, charge and spin): 0.230 eV
E_HOMO: -2.29 eV
LUMO level: 3.94 eV
SMILES string: CCc1[nH]ncc1[S-]



7.
Computed, not measured: the ion C5H7N2S with charge +1 in a non-equilibrium geometry, with ωB97M-V/def2-TZVPD.

Structure (ORCA input):
```
! RIJCOSX wB97M-V def2-TZVPD def2/J DEFGRID3
* xyz 1 1
C -1.774 0.100 -1.804
C -1.207 -0.537 -0.268
S -2.227 -1.399 0.549
N -0.003 -0.176 0.315
C 0.981 0.591 -0.242
C 1.952 0.667 0.675
N 1.538 -0.058 1.777
C 0.342 -0.610 1.500
H -2.776 -0.179 -1.872
H -1.236 -0.362 -2.717
H -1.538 1.118 -1.776
H 1.004 1.068 -1.244
H 2.898 1.224 0.529
H 2.227 -0.185 2.499
H -0.182 -1.261 2.078
*
```

Values from the calculation:
Kohn-Sham gap: 8.21 eV
energy relative to the best compared isomer or geometry (same formula, charge and spin): 1.362 eV
E_HOMO: -13.15 eV
LUMO level: -4.94 eV
SMILES string: CC(=S)[n+]1cc[nH]c1



8.
Computed, not measured: a cluster of 2 separate species, C5H7N2S in total in a non-equilibrium geometry, with ωB97M-V/def2-TZVPD.

Structure (ORCA input):
```
! RIJCOSX wB97M-V def2-TZVPD def2/J DEFGRID3
* xyz 1 1
C -2.112 0.596 -0.209
C -1.725 -0.776 -0.085
C -1.137 1.571 -0.115
C -0.406 -1.158 -0.078
C 0.238 1.096 0.034
N 0.542 -0.188 0.035
N 1.831 -0.619 -0.064
S 3.041 0.380 0.227
H -3.121 0.879 -0.416
H -2.488 -1.503 -0.260
H -1.448 2.521 0.128
H -0.129 -2.147 0.025
H 1.128 1.619 0.209
H 1.953 -2.042 1.148
H 3.833 -0.229 -0.579
*
```

Values from the calculation:
Kohn-Sham gap (spin up / spin down): 7.45 / 8.37 eV
energy relative to the best compared isomer or geometry (same formula, charge and spin): 5.721 eV
E_HOMO (spin up / spin down): -13.44 / -13.22 eV
LUMO level (spin up / spin down): -6.00 / -4.84 eV



9.
Computed, not measured: a structure of composition C5H7N3 in a non-equilibrium geometry, with ωB97M-V/def2-TZVPD.

Structure (ORCA input):
```
! RIJCOSX wB97M-V def2-TZVPD def2/J DEFGRID3
* xyz 0 1
C 2.532 0.300 -0.176
C 1.051 0.002 0.045
C -0.439 -1.427 0.359
C -1.000 1.446 0.025
C 0.128 1.106 0.530
H 2.840 -0.493 -1.251
H 3.001 0.248 0.760
H 2.635 1.586 -0.388
H -0.616 -2.358 0.983
H -2.670 0.615 -0.814
H -1.320 2.561 0.032
H 0.761 1.671 1.207
N 0.798 -1.275 -0.356
N -1.651 -0.936 0.186
N -1.755 0.440 -0.575
*
```

Values from the calculation:
Kohn-Sham gap: 8.97 eV
energy relative to the best compared isomer or geometry (same formula, charge and spin): 6.372 eV
E_HOMO: -8.38 eV
LUMO level: 0.59 eV



10.
Computed, not measured: an isolated molecule of C5H7N3 in a non-equilibrium geometry, with ωB97M-V/def2-TZVPD.

Structure (ORCA input):
```
! RIJCOSX wB97M-V def2-TZVPD def2/J DEFGRID3
* xyz 0 1
C 0.780 -2.198 -1.585
N 0.464 -0.976 -0.918
N -0.628 -0.262 -1.244
C -0.629 0.614 -0.197
C 0.313 0.204 0.705
N 0.967 -0.740 0.249
C 0.011 1.323 1.769
C -1.087 1.857 0.696
H 1.844 -2.467 -1.645
H 0.043 -2.974 -1.242
H 0.494 -2.090 -2.720
H 0.965 1.915 2.059
H -0.683 0.910 2.625
H -2.078 2.013 1.172
H -0.775 2.870 0.279
*
```

Values from the calculation:
Kohn-Sham gap: 10.38 eV
energy relative to the best compared isomer or geometry (same formula, charge and spin): 4.589 eV
E_HOMO: -9.35 eV
LUMO level: 1.03 eV
SMILES string: Cn1nc2c(n1)CC2



11.
Computed, not measured: an isolated molecule of C5H7N3 in a non-equilibrium geometry, with ωB97M-V/def2-TZVPD.

Structure (ORCA input):
```
! RIJCOSX wB97M-V def2-TZVPD def2/J DEFGRID3
* xyz 0 1
H -0.106 2.523 0.027
N -0.755 1.734 0.039
C 0.019 0.731 0.002
C 1.519 0.707 -0.023
C 1.874 -0.763 0.016
C 0.773 -1.506 -0.051
N -0.365 -0.605 -0.005
N -1.612 -1.103 0.072
C -2.609 -0.295 -0.041
H 1.947 1.174 0.876
H 2.001 1.217 -0.860
H 2.850 -1.194 0.120
H 0.594 -2.574 -0.022
H -3.541 -0.803 0.108
H -2.589 0.758 -0.258
*
```

Values from the calculation:
Kohn-Sham gap: 9.09 eV
energy relative to the best compared isomer or geometry (same formula, charge and spin): 2.725 eV
E_HOMO: -8.11 eV
LUMO level: 0.98 eV
SMILES string: [H]/N=C1\CC=CN1N=C



12.
Computed, not measured: an isolated molecule of C5H7N3 in a non-equilibrium geometry, with ωB97M-V/def2-TZVPD.

Structure (ORCA input):
```
! RIJCOSX wB97M-V def2-TZVPD def2/J DEFGRID3
* xyz 0 1
H -1.176 -2.553 -1.407
N -0.859 -2.335 -0.463
C -0.040 -1.381 -0.385
N 0.260 -0.435 -1.408
C 0.301 -0.709 0.901
C 0.016 0.845 0.473
C 0.897 1.843 0.680
C -1.379 1.143 0.443
N -2.493 1.419 0.419
H -0.255 -0.476 -2.276
H 1.155 0.026 -1.492
H 1.372 -0.762 1.093
H -0.311 -1.107 1.708
H 1.946 1.634 0.826
H 0.568 2.849 0.888
*
```

Values from the calculation:
Kohn-Sham gap: 9.85 eV
energy relative to the best compared isomer or geometry (same formula, charge and spin): 2.764 eV
E_HOMO: -9.31 eV
LUMO level: 0.54 eV
SMILES string: [H]/N=C(\N)CC(=C)C#N